DFT (wB97M-V/def2-TZVPD) results for 6 unconnected molecules or ions with the total composition C24H32BrClF15O10.

Structure (XYZ):
```
83
Properties=species:S:1:pos:R:3
H 4.56 -1.03 -2.30
C -2.51 -1.50 -1.70
H -1.15 1.32 -0.34
H -4.39 -0.29 -6.67
F -3.76 -1.44 -1.20
H 0.73 -5.05 2.22
F -6.58 1.77 -5.40
O 4.59 -1.57 4.08
H 5.54 -0.52 7.15
H -3.22 3.87 -3.18
H -0.39 -6.28 2.84
F 1.60 -1.13 2.33
C 3.56 -0.86 3.63
C 5.62 -0.99 -2.54
C 0.97 -5.47 4.31
H -0.66 -4.58 3.22
F -5.64 2.91 -7.00
C 2.79 -1.67 2.58
H 1.47 -4.53 4.51
H 4.98 2.69 -0.76
H 4.42 1.16 -3.30
H -4.41 4.85 -1.25
C -4.21 4.30 -3.32
F -1.99 5.36 -1.01
C 4.38 2.01 -1.34
O -4.87 3.46 -4.29
O -1.87 -1.89 -3.99
C -0.41 1.46 0.43
F -0.24 6.58 -0.60
C -0.21 -7.00 5.65
F -1.83 6.46 0.86
F -1.66 -8.29 7.01
H 5.64 0.11 4.71
C -2.50 -1.25 -3.21
O -3.26 -0.19 -3.49
H -5.28 -0.63 -5.17
O -6.35 5.10 -4.76
F -1.93 -6.14 7.05
O 3.28 0.26 3.95
C 5.14 1.50 -2.56
H 7.07 0.53 -2.75
C -0.45 4.54 0.60
O -0.07 3.73 -0.37
C -1.14 5.76 -0.04
C -4.96 4.29 -2.00
Cl 3.82 0.70 -0.24
H -5.10 3.27 -1.65
H -3.97 -1.69 -5.68
H 5.69 2.34 -2.98
H -4.08 5.31 -3.71
F -2.01 -2.69 -1.40
C 4.84 -0.95 6.42
F -1.77 -0.56 -1.07
F 2.57 -2.94 3.01
C -5.91 4.00 -4.91
H 6.43 0.52 -1.14
C 0.11 -5.34 3.07
C -6.46 2.99 -5.93
H -2.32 0.18 -5.31
H -5.95 4.74 -2.11
H 1.73 -6.24 4.19
C 6.14 0.40 -2.19
C -4.30 -0.65 -5.65
H 6.38 -1.45 5.01
F -7.67 3.37 -6.37
H -0.93 1.77 1.34
C -3.32 0.20 -4.87
H -3.65 1.24 -4.86
F 3.48 -1.73 1.45
O 0.05 -7.93 4.94
H 4.63 -1.98 6.72
O 0.16 -5.74 5.48
H 0.09 0.51 0.63
H 3.47 2.52 -1.65
C -1.02 -7.12 6.95
C 0.60 2.50 0.00
H 3.91 -0.39 6.47
C 5.44 -0.91 5.03
H 1.34 2.69 0.77
Br 6.54 -2.23 -1.23
F -0.20 -7.04 8.01
H 1.13 2.17 -0.89
O -0.30 4.40 1.77
```

## Properties
LUMO level = 0.069 hartree
HOMO energy = -1.98 eV
frontier orbital gap = 3.8 eV
charge = -1
maximum force = 0.8 eV Å⁻¹
DFT total energy = -6218.3772 Eh

---

DFT (wB97M-V/def2-TZVPD) results for a single C20H24O5S molecule.

Structure (XYZ):
```
50
Properties=species:S:1:pos:R:3
S -0.72 -1.67 -1.30
C -0.44 -2.05 0.47
H 6.81 0.12 2.16
H 1.58 -0.06 0.05
H -3.01 -1.87 2.48
C -2.27 1.85 -0.42
H 2.03 2.34 -0.74
C -3.33 -1.84 1.44
C -4.58 2.47 -0.62
H 1.65 1.77 -2.39
H -3.75 1.99 2.62
H -2.96 -2.89 -0.39
H 4.66 1.18 2.74
H 0.62 -2.26 0.56
C 6.32 -0.06 0.08
H -3.29 -3.94 0.98
H -0.96 -4.10 0.27
C 0.75 -0.70 -1.83
H 7.26 -0.52 -0.19
O -1.89 -0.84 -1.44
C 3.90 1.12 0.75
C -3.36 2.20 -1.21
H 2.98 1.59 1.04
H -1.56 1.51 1.57
H -3.00 -0.91 0.99
H -5.43 2.74 -1.24
C -1.00 1.52 -1.10
O -0.11 0.95 -0.26
C -2.41 1.77 0.96
C -4.72 2.39 0.75
C -3.63 2.05 1.54
C 6.07 0.30 1.39
H -5.67 2.60 1.21
H 1.57 -1.39 -1.96
C -2.77 -3.03 0.67
H -4.41 -1.85 1.42
C 5.37 0.17 -0.90
O -0.69 -2.90 -2.04
H -0.69 -1.15 1.02
O -0.75 1.77 -2.25
C 2.01 1.46 -1.41
H 5.55 -0.10 -1.92
C -1.27 -3.24 0.88
C 1.08 0.39 -0.81
C 4.87 0.89 1.72
H -3.23 2.25 -2.28
C 4.15 0.76 -0.57
H 0.46 -0.26 -2.79
H -1.08 -3.47 1.93
O 3.30 0.95 -1.63
```

## Properties
LUMO level = 0.018 hartree
relative energy (zero: lowest compared OMol25 entry of this formula, charge and spin) = 0.190 eV
HOMO energy = -8.86 eV
frontier orbital gap = 9.4 eV
maximum force = 0.9 eV Å⁻¹
SMILES = CCCCS(=O)(=O)C[C@@H](COc1ccccc1)OC(=O)c1ccccc1
DFT total energy = -1550.8953 Eh

---

DFT (wB97M-V/def2-TZVPD) results for 5 unconnected molecules or ions with the total composition C3H13NO3.

Structure (XYZ):
```
20
Properties=species:S:1:pos:R:3
H 1.06 1.51 1.15
H -0.07 0.02 1.47
O 1.07 -1.83 -1.01
N 0.00 0.72 -1.92
H 1.50 -1.31 -0.17
H -1.05 1.98 -0.48
C -0.90 0.93 -0.80
C -2.39 0.03 0.99
H 0.85 -2.71 -0.51
H 2.17 0.73 0.49
H 3.13 -1.05 0.06
H -3.41 -0.17 0.61
O 1.82 1.70 0.61
C -1.36 -0.10 -0.07
H -1.43 -1.08 -0.59
H -2.35 1.03 1.39
H -2.17 -0.71 1.80
H 0.86 1.22 -1.79
O 2.44 -0.69 0.62
H 0.22 -0.23 -1.85
```

## Properties
LUMO level = -0.133 hartree
relative energy (zero: lowest compared OMol25 entry of this formula, charge and spin) = 7.000 eV
HOMO energy = -8.61 eV
frontier orbital gap = 5.0 eV
maximum force = 6.9 eV Å⁻¹
DFT total energy = -402.3232 Eh

---

DFT (wB97M-V/def2-TZVPD) results for a molecular structure, C28H83F2N8O14PbS2.

Structure (XYZ):
```
138
Properties=species:S:1:pos:R:3
H -5.84 -1.93 -4.15
C -2.37 -4.98 0.39
C 5.40 3.23 5.22
C 5.24 4.01 1.13
H -3.83 -6.43 -0.29
H -3.72 -6.41 1.40
H -3.21 3.49 -3.78
O -5.10 0.96 1.60
H -4.75 -4.64 -4.61
H -3.18 -2.94 1.81
C 5.94 2.68 6.55
C -2.27 7.25 -0.28
H -4.62 -4.37 -1.92
O 0.35 0.69 -1.03
H 2.11 -1.49 3.57
H 4.17 5.85 2.69
S -0.76 1.35 -0.33
N 7.92 -1.48 -2.57
C -1.41 -4.92 -2.61
C -7.70 -5.92 -4.74
O 3.12 4.14 -1.26
H 6.66 3.41 6.90
H 1.80 1.82 3.96
H -3.58 3.15 -1.74
H -4.66 4.55 -3.76
H -6.28 -3.98 -5.30
C 2.49 2.14 3.17
H 4.21 4.40 6.27
H 1.94 2.73 2.44
F -3.91 -0.53 -0.70
S -2.50 0.09 -1.27
H -1.49 -3.35 -0.68
C 6.10 0.02 -1.75
O -3.65 6.94 -0.58
O 4.73 0.12 -1.46
H 3.57 4.41 2.64
C 2.87 3.98 0.15
C 6.62 -1.44 -1.93
H 2.28 2.43 -2.18
C -2.41 -3.92 -0.74
H -0.96 -5.75 -2.08
H -3.60 7.16 -2.66
H 3.50 2.15 5.57
H -3.54 4.13 -0.49
H -4.40 -2.19 1.31
N -1.90 0.46 0.26
H 2.86 1.31 2.57
H -4.37 -2.40 -3.24
H 6.29 0.67 -2.60
H 6.45 1.72 6.57
H -5.14 1.76 1.06
H -5.72 -1.85 -2.35
O 3.42 3.00 3.69
C 1.17 -5.07 0.49
N 4.88 4.54 5.52
N -4.01 3.99 -1.38
H 4.12 5.73 0.25
H -8.04 -6.93 -4.50
H 1.85 4.28 0.41
H 7.97 -0.79 -3.30
F -0.21 1.63 1.19
H -0.61 0.89 4.72
H 0.49 -1.41 4.12
O -0.82 1.07 3.80
H -0.98 -2.41 1.67
H -3.24 -3.22 -0.65
H 5.54 -2.31 -0.28
O -2.51 -4.39 -2.06
H 3.75 -0.81 -3.02
H 1.13 3.69 -1.74
H 7.20 -2.07 0.19
H -3.04 5.13 -4.30
C -3.28 5.04 -2.16
O -1.09 2.68 -0.88
H 5.11 3.08 1.70
H -2.21 7.69 0.71
O -6.37 -5.84 -4.33
H -4.57 -5.04 0.73
H -4.98 6.23 -1.95
C -3.91 6.44 -1.91
H 0.79 -4.87 -0.51
H -5.84 -5.41 -2.02
H 0.82 -2.52 -0.06
H -1.07 -4.16 1.62
O -3.70 -2.14 1.96
N 3.51 5.29 2.17
H -1.89 8.05 -0.91
H 1.21 -2.94 3.57
N -2.06 -4.35 1.65
C 3.95 4.85 0.87
H 5.60 3.64 0.17
H 6.63 0.47 -0.90
C -3.59 4.50 -3.61
O -1.92 -1.03 -1.96
H -1.04 -0.93 1.04
C 6.56 -2.31 -0.66
H 4.56 1.38 4.53
H 5.91 -1.90 -2.63
H 0.68 -6.00 0.79
H -1.70 6.32 -0.32
C 4.18 2.37 4.75
H 6.02 4.56 1.66
H 2.81 0.25 -1.93
H 2.27 -2.74 0.89
O 0.77 -4.02 1.38
C -5.46 -2.40 -3.25
N -0.71 -1.45 1.84
H -1.51 -5.65 0.30
H -6.01 0.79 1.83
Pb -2.84 0.24 2.52
H 4.30 4.74 4.72
H 2.26 -5.10 0.46
C -3.75 -5.73 0.54
H 5.06 2.63 7.19
H 8.00 -2.44 -2.89
O -3.06 1.14 -2.10
C -5.83 -4.53 -4.48
N -5.63 -4.42 -1.95
H -2.11 -4.96 2.46
C 2.15 3.50 -2.06
H 3.91 1.00 -3.10
H -8.40 -5.35 -4.12
H -0.93 2.02 3.77
C 1.11 -1.87 3.35
H 1.16 -0.68 1.60
H 3.05 2.94 0.40
H -7.18 -3.64 -3.06
H 2.20 3.81 -3.10
H 6.23 3.32 4.51
H -2.22 5.05 -1.91
H 6.87 -3.32 -0.93
C -6.10 -3.77 -3.13
H -7.78 -5.75 -5.81
C 3.76 0.13 -2.46
H -1.65 -5.21 -3.63
H -0.69 -4.12 -2.78
C 1.18 -2.76 0.94
C 0.69 -1.61 1.90
```

## Properties
LUMO level (spin up / spin down) = -0.238 / -0.369 hartree
HOMO energy (spin up / spin down) = -11.45 / -11.45 eV
frontier orbital gap (spin up / spin down) = 5.0 / 1.4 eV
multiplicity = 2
charge = +2
expectation value of S² = 0.756
maximum force = 9.7 eV Å⁻¹
DFT total energy = -3796.1048 Eh

---

DFT (wB97M-V/def2-TZVPD) results for a molecular structure, C4H6Cl3N2.

Structure (XYZ):
```
15
Properties=species:S:1:pos:R:3
Cl 1.68 2.50 1.70
H 0.04 1.97 -0.51
H 0.10 -0.71 -1.94
H 1.24 1.56 -1.77
Cl 0.79 1.14 4.18
C 0.56 1.25 -0.94
N 0.82 0.09 -0.16
H -1.35 -0.17 -0.95
H -0.08 -1.14 3.19
C 0.45 1.46 2.42
N 0.11 -0.94 2.14
H -0.04 -1.81 1.58
C 0.32 0.21 1.63
Cl -1.19 2.15 1.96
C -0.22 -0.02 -1.18
```

## Properties
LUMO level = -0.188 hartree
relative energy (zero: lowest compared OMol25 entry of this formula, charge and spin) = 0.360 eV
HOMO energy = -14.43 eV
frontier orbital gap = 9.3 eV
charge = +1
maximum force = 5.1 eV Å⁻¹
DFT total energy = -1645.6951 Eh

---

DFT (wB97M-V/def2-TZVPD) results for 3 unconnected molecules or ions with the total composition C4H12O3.

Structure (XYZ):
```
19
Properties=species:S:1:pos:R:3
H -0.98 1.51 2.14
H -0.99 2.60 3.18
O -0.44 1.88 2.85
C 2.64 -0.47 -0.04
H -2.45 -1.45 -3.72
C -1.14 0.20 0.05
H 0.24 -1.36 -0.40
H 2.66 -1.48 0.41
O 3.54 -0.09 -0.74
H 0.10 -1.05 1.30
H -1.32 -1.85 -2.76
H -1.97 0.19 0.75
C 0.15 -0.57 0.33
O -1.60 -1.15 -3.39
H -1.71 -0.29 -0.75
H 1.30 1.09 -0.46
C 1.40 0.32 0.29
H 1.60 0.74 1.27
H -1.03 1.22 -0.32
```

## Properties
LUMO level = 0.021 hartree
relative energy (zero: lowest compared OMol25 entry of this formula, charge and spin) = 0.852 eV
HOMO energy = -9.66 eV
frontier orbital gap = 10.2 eV
maximum force = 2.1 eV Å⁻¹
SMILES = CCCC=O.O.O
DFT total energy = -385.2905 Eh

---

DFT (wB97M-V/def2-TZVPD) results for 2 unconnected molecules or ions with the total composition C2H5OP.

Structure (XYZ):
```
9
Properties=species:S:1:pos:R:3
H -0.57 -1.38 1.81
C -0.42 -0.18 -0.45
O -0.70 1.08 -0.99
H -0.81 1.15 -1.92
C 0.00 -0.25 0.98
H -1.04 -1.10 -0.83
H 2.15 0.56 0.18
H -0.02 0.75 1.46
P 1.39 -0.63 -0.24
```

## Properties
LUMO level = 0.029 hartree
relative energy (zero: lowest compared OMol25 entry of this formula, charge and spin) = 3.200 eV
HOMO energy = -8.60 eV
frontier orbital gap = 9.4 eV
maximum force = 4.9 eV Å⁻¹
DFT total energy = -495.6629 Eh

---

DFT (wB97M-V/def2-TZVPD) results for 12 unconnected molecules or ions with the total composition C5H33NO11.

Structure (XYZ):
```
50
Properties=species:S:1:pos:R:3
H -4.41 0.87 -2.03
C -0.60 3.59 -0.61
O 0.32 -2.72 3.26
H -0.47 -0.27 -2.00
H 0.89 -4.79 0.69
H 0.11 -3.63 3.10
H 0.83 -0.02 -5.15
O 0.23 -4.31 1.21
H -3.00 2.77 -0.49
H 1.04 -3.05 -3.34
C -1.62 1.48 -1.32
H -1.51 -0.83 2.09
H 0.13 4.34 -0.94
H 0.58 -2.18 2.51
H 3.28 -0.14 -2.18
H -3.38 1.06 3.54
H 3.38 -1.44 -1.50
H 2.24 -0.32 -0.16
H 3.49 0.23 3.75
O -3.69 1.39 2.69
H -2.11 -0.64 -1.64
O 2.65 -0.15 0.69
H -0.06 -3.66 0.55
H 1.72 -2.61 -2.10
H -0.24 3.32 0.39
H -0.26 0.25 3.96
N -0.55 2.36 -1.40
H -1.78 0.19 -3.09
C -2.87 1.79 -0.93
H 0.39 2.04 -1.52
O 0.86 -2.93 -2.40
O 2.95 -0.55 3.64
H -1.25 -0.34 0.80
O 4.95 -0.36 -0.43
H -4.89 1.32 -0.41
H -3.31 2.27 2.59
H 4.52 -0.79 0.31
C -4.07 0.90 -1.00
H -1.58 4.05 -0.66
H 2.19 -0.29 1.52
C -1.48 0.14 -2.04
O -0.74 -0.79 1.50
H 2.18 -0.47 4.21
H 0.83 1.21 -4.34
O 1.34 0.40 -4.44
H -0.39 0.84 2.53
O -0.67 0.96 3.46
H 4.93 0.57 -0.21
H -4.00 -0.06 -0.48
O 2.87 -1.01 -2.19
```

## Properties
LUMO level = 0.006 hartree
relative energy (zero: lowest compared OMol25 entry of this formula, charge and spin) = 3.576 eV
HOMO energy = -7.77 eV
frontier orbital gap = 7.9 eV
maximum force = 2.6 eV Å⁻¹
SMILES = C/C=C(\C)NC.O.O.O.O.O.O.O.O.O.O.O
DFT total energy = -1092.6254 Eh

---

DFT (wB97M-V/def2-TZVPD) results for a single C5H12O molecule.

Structure (XYZ):
```
18
Properties=species:S:1:pos:R:3
C 0.05 1.13 -1.29
H 0.74 -0.04 0.65
O -0.83 0.71 -0.31
C -0.38 -1.69 -0.28
C -1.24 -0.41 1.73
H -1.35 -1.86 -0.74
C 1.65 1.29 -0.56
H 0.18 0.37 -2.07
H 0.38 -1.70 -1.06
H -0.17 -2.51 0.41
H -0.89 -1.19 2.40
H 1.53 2.04 0.22
H -1.21 0.55 2.24
H 2.30 0.47 -0.29
H 2.21 1.75 -1.36
H -0.30 2.09 -1.65
C -0.38 -0.37 0.48
H -2.28 -0.63 1.47
```

## Properties
LUMO level = 0.040 hartree
relative energy (zero: lowest compared OMol25 entry of this formula, charge and spin) = 1.557 eV
HOMO energy = -9.41 eV
frontier orbital gap = 10.5 eV
maximum force = 3.9 eV Å⁻¹
SMILES = CCOC(C)C
DFT total energy = -272.8914 Eh

---

DFT (wB97M-V/def2-TZVPD) results for a molecular structure, C23H23Cl2MnN4O4.

Structure (XYZ):
```
57
Properties=species:S:1:pos:R:3
C -2.53 -3.36 -0.16
O -3.95 -0.87 -0.64
C -0.86 -5.02 0.50
H 0.01 2.91 -1.74
C 1.50 2.46 2.36
H 0.26 1.05 -3.48
H 1.20 2.48 3.41
H -1.75 4.45 -2.52
Cl -0.49 -6.64 0.89
Cl -3.44 -5.83 0.14
N -1.29 1.40 -1.21
H -1.66 -1.40 2.10
C -1.03 2.62 -1.69
C -2.20 -4.65 0.15
C 0.76 0.09 -3.33
H 4.59 -1.09 0.94
H -0.19 0.90 3.45
C -2.02 3.48 -2.13
C -2.83 -0.42 -0.70
H 1.94 3.43 2.13
C 2.02 -1.74 0.55
C -2.57 1.00 -1.17
C 0.34 2.21 1.42
C -0.16 -2.76 0.18
H -4.62 1.40 -1.50
Mn 0.00 -0.12 -0.58
C -3.34 3.06 -2.05
O 2.60 -2.63 1.13
C 2.60 1.58 -0.89
H 1.15 -4.38 0.78
O -0.07 0.82 1.41
C -3.62 1.79 -1.57
H 4.40 2.72 -1.05
H -0.04 -1.52 2.83
H -1.44 -1.11 3.82
H 0.64 -0.49 -4.24
C -0.99 -0.97 2.84
H 1.83 0.28 -3.19
H -4.14 3.71 -2.38
C 4.07 -0.30 0.43
N -1.64 -1.07 -0.41
H 0.64 2.44 0.41
C 4.69 0.86 0.00
C 0.14 -4.09 0.51
C -0.78 0.50 2.63
C 3.95 1.81 -0.68
H -0.53 2.82 1.66
O 0.21 -0.65 -2.26
H -3.54 -3.10 -0.40
H 1.99 2.29 -1.43
N 0.70 -1.72 0.14
H 2.27 1.69 2.23
H 5.74 1.02 0.19
N 1.99 0.47 -0.46
H -1.73 1.04 2.61
C 2.72 -0.46 0.17
C -1.51 -2.39 -0.16
```

## Properties
LUMO level (spin up / spin down) = -0.188 / -0.191 hartree
relative energy (zero: lowest compared OMol25 entry of this formula, charge and spin) = 0.076 eV
HOMO energy (spin up / spin down) = -10.69 / -10.65 eV
frontier orbital gap (spin up / spin down) = 5.6 / 5.4 eV
multiplicity = 2
charge = +1
expectation value of S² = 1.070
maximum force = 1.1 eV Å⁻¹
DFT total energy = -3481.4175 Eh

---

DFT (wB97M-V/def2-TZVPD) results for a molecular structure, C2H5N3.

Structure (XYZ):
```
10
Properties=species:S:1:pos:R:3
N -1.11 1.37 0.16
H -1.37 -1.70 -0.64
C 1.46 0.36 0.43
N -0.82 -0.84 -0.70
N -1.83 0.89 -0.59
H 1.86 0.74 -0.49
H 2.17 0.11 1.22
C 0.17 0.14 0.63
H -0.28 -0.83 -1.56
H -0.25 -0.24 1.55
```

## Properties
LUMO level = -0.003 hartree
relative energy (zero: lowest compared OMol25 entry of this formula, charge and spin) = 4.748 eV
HOMO energy = -8.66 eV
frontier orbital gap = 8.6 eV
maximum force = 2.8 eV Å⁻¹
DFT total energy = -243.2875 Eh

---

Q: Among the records above, which one has the highest DFT total energy?
A: C2H5N3